C57H51CrNOP4S2 as an isolated structure, computed with the ωB97M-V functional and the def2-TZVPD basis.

Geometry (Å):
Cr (0.43, 0.15, 0.18)
S (2.00, -1.68, -0.18)
P (3.22, -0.11, -0.49)
C (2.36, 1.06, 0.51)
P (0.30, -0.19, 2.74)
S (-1.11, -1.57, 3.11)
C (-0.08, 1.31, 3.73)
C (-1.11, 1.29, 4.66)
C (-1.45, 2.44, 5.36)
C (-0.76, 3.63, 5.13)
C (0.28, 3.65, 4.21)
C (0.62, 2.50, 3.52)
C (1.88, -0.80, 3.46)
C (2.82, 0.05, 4.04)
C (3.98, -0.46, 4.61)
C (4.21, -1.83, 4.59)
C (3.29, -2.68, 4.00)
C (2.13, -2.17, 3.44)
C (3.34, 0.41, -2.21)
C (3.50, 1.75, -2.54)
C (3.72, 2.12, -3.86)
C (3.79, 1.14, -4.85)
C (3.64, -0.20, -4.52)
C (3.41, -0.57, -3.20)
C (4.91, -0.45, 0.03)
C (5.10, -1.11, 1.24)
C (6.39, -1.31, 1.72)
C (7.48, -0.85, 0.99)
C (7.29, -0.19, -0.22)
C (6.01, 0.01, -0.70)
H (-1.66, 0.37, 4.83)
H (-2.25, 2.41, 6.08)
H (-1.04, 4.53, 5.66)
H (0.82, 4.57, 4.02)
H (1.43, 2.53, 2.81)
H (2.64, 1.12, 4.10)
H (4.69, 0.21, 5.07)
H (5.11, -2.23, 5.05)
H (3.46, -3.75, 3.99)
H (1.40, -2.83, 3.00)
H (3.48, 2.51, -1.77)
H (3.84, 3.16, -4.12)
H (3.98, 1.43, -5.88)
H (3.70, -0.96, -5.29)
H (3.27, -1.61, -2.94)
H (4.25, -1.47, 1.80)
H (6.54, -1.83, 2.65)
H (8.48, -1.02, 1.36)
H (8.15, 0.16, -0.78)
H (5.87, 0.52, -1.65)
C (0.07, 3.33, -1.79)
N (-0.79, 2.73, -2.76)
C (-0.21, 1.55, -3.40)
P (-0.40, 0.08, -2.30)
C (-2.23, -0.02, -2.33)
C (-2.97, 0.79, -1.47)
C (-4.36, 0.80, -1.53)
C (-5.02, 0.00, -2.44)
C (-4.29, -0.82, -3.30)
C (-2.91, -0.83, -3.24)
C (0.09, -1.33, -3.32)
C (0.06, -2.59, -2.74)
C (0.36, -3.72, -3.49)
C (0.71, -3.59, -4.83)
C (0.74, -2.33, -5.41)
C (0.43, -1.20, -4.67)
C (-1.54, 3.58, -3.63)
C (-2.69, 3.05, -4.24)
C (-3.44, 3.84, -5.09)
C (-3.09, 5.16, -5.34)
C (-1.95, 5.68, -4.74)
C (-1.18, 4.89, -3.90)
P (-0.02, 2.60, -0.08)
C (1.50, 3.39, 0.51)
C (2.60, 2.53, 0.59)
C (3.85, 3.07, 0.91)
C (3.99, 4.43, 1.15)
C (2.88, 5.27, 1.08)
C (1.64, 4.75, 0.76)
C (-1.48, 3.37, 0.69)
C (-1.90, 4.67, 0.43)
C (-3.01, 5.19, 1.07)
C (-3.72, 4.40, 1.97)
C (-3.32, 3.10, 2.22)
C (-2.21, 2.58, 1.58)
H (-0.18, 4.38, -1.65)
H (1.13, 3.29, -2.08)
H (0.86, 1.70, -3.63)
H (-0.74, 1.35, -4.32)
H (-2.47, 1.44, -0.76)
H (-4.92, 1.45, -0.85)
H (-6.10, 0.01, -2.49)
H (-4.81, -1.45, -4.01)
H (-2.36, -1.47, -3.92)
H (-0.22, -2.70, -1.70)
H (0.33, -4.69, -3.03)
H (0.95, -4.46, -5.41)
H (1.01, -2.23, -6.46)
H (0.47, -0.23, -5.14)
H (-2.99, 2.04, -4.02)
H (-4.33, 3.42, -5.55)
H (-3.69, 5.77, -6.00)
H (-1.66, 6.70, -4.93)
H (-0.28, 5.31, -3.47)
H (2.56, 0.63, 1.50)
H (4.70, 2.41, 1.00)
H (4.96, 4.83, 1.40)
H (2.99, 6.33, 1.28)
H (0.78, 5.41, 0.72)
H (-1.37, 5.30, -0.28)
H (-3.33, 6.20, 0.86)
H (-4.59, 4.81, 2.47)
H (-3.87, 2.48, 2.92)
H (-1.91, 1.56, 1.77)
O (-1.23, -1.07, 0.27)
H (-2.07, -0.85, -0.15)
H (-1.40, -1.40, 1.23)

Output
- 2S+1: 4
- Strongest force on any atom: 0.20 eV/Å
- <S²>: 3.877
- Calculated total energy: -5538.888263 Eh
- Total charge: +1
- Molar mass: 1006.1 g mol⁻¹
- HOMO energy (spin up / spin down): -10.19 / -10.15 eV
- Orbital gap (spin up / spin down): 7.3 / 7.8 eV